9 unconnected molecules or ions with the total composition C56H126Br2N7 in a non-equilibrium geometry, computed with ωB97M-V/def2-TZVPD.

Each atom is followed by the atoms it is bonded to, with distances in Å.
Geometry (Å):
1 C -1.738 3.022 -2.431  C2 1.554, H10 1.090, H11 1.090, H12 1.090
2 C -0.914 1.929 -1.694  C1 1.554, C3 1.546, H13 1.090, H14 1.090
3 C 0.389 1.525 -2.422  C2 1.546, N4 1.547, H15 1.090, H16 1.090
4 N 0.822 0.055 -2.208  C3 1.547, C5 1.549, C6 1.562, C9 1.609
5 C 2.268 -0.243 -2.675  N4 1.549, H17 1.090, H18 1.090, H19 1.090
6 C 0.612 -0.602 -0.807  N4 1.562, C7 1.518, H20 1.090, H21 1.090
7 C -0.445 -1.688 -0.901  C6 1.518, C8 1.495, H22 1.090, H23 1.090
8 C -0.298 -2.197 -2.299  C7 1.495, C9 1.512, H24 1.090, H25 1.090
9 C -0.155 -0.899 -3.060  N4 1.609, C8 1.512, H26 1.090, H27 1.090
10 H -2.171 2.844 -3.415  C1 1.090
11 H -1.205 3.940 -2.676  C1 1.090
12 H -2.573 3.292 -1.784  C1 1.090
13 H -1.553 1.064 -1.514  C2 1.090
14 H -0.713 2.269 -0.678  C2 1.090
15 H 1.297 2.053 -2.129  C3 1.090
16 H 0.264 1.741 -3.483  C3 1.090
17 H 2.430 -1.318 -2.753  C5 1.090
18 H 3.019 0.338 -2.140  C5 1.090
19 H 2.218 0.292 -3.623  C5 1.090
20 H 1.614 -0.948 -0.553  C6 1.090
21 H 0.214 0.156 -0.132  C6 1.090
22 H -0.397 -2.372 -0.053  C7 1.090
23 H -1.442 -1.248 -0.871  C7 1.090
24 H 0.596 -2.813 -2.392  C8 1.090
25 H -1.205 -2.693 -2.642  C8 1.090
26 H 0.158 -0.929 -4.103  C9 1.090
27 H -1.105 -0.366 -3.093  C9 1.090
28 C 5.179 0.907 -4.305  C29 1.508, H37 1.090, H38 1.090, H39 1.090
29 C 6.133 1.990 -3.868  C28 1.508, C30 1.553, H40 1.090, H41 1.090
30 C 5.538 3.424 -3.880  C29 1.553, N31 1.522, H42 1.090, H43 1.090
31 N 6.334 4.604 -3.341  C30 1.522, C32 1.548, C33 1.585, C36 1.569
32 C 7.466 4.740 -4.389  N31 1.548, H44 1.090, H45 1.090, H46 1.090
33 C 7.044 4.438 -1.934  N31 1.585, C34 1.490, H47 1.090, H48 1.090
34 C 6.916 5.714 -1.175  C33 1.490, C35 1.516, H49 1.090, H50 1.090
35 C 6.101 6.664 -2.030  C34 1.516, C36 1.510, H51 1.090, H52 1.090
36 C 5.439 5.876 -3.135  N31 1.569, C35 1.510, H53 1.090, H54 1.090
37 H 4.556 0.714 -3.432  C28 1.090
38 H 5.764 0.052 -4.643  C28 1.090
39 H 4.537 1.159 -5.150  C28 1.090
40 H 6.997 1.878 -4.522  C29 1.090
41 H 6.459 1.825 -2.841  C29 1.090
42 H 4.725 3.364 -3.156  C30 1.090
43 H 5.146 3.848 -4.805  C30 1.090
44 H 6.934 4.951 -5.318  C32 1.090
45 H 8.015 3.810 -4.531  C32 1.090
46 H 8.122 5.582 -4.171  C32 1.090
47 H 8.108 4.251 -2.081  C33 1.090
48 H 6.577 3.567 -1.474  C33 1.090
49 H 7.945 5.982 -0.936  C34 1.090
50 H 6.397 5.520 -0.236  C34 1.090
51 H 6.797 7.378 -2.471  C35 1.090
52 H 5.411 7.342 -1.528  C35 1.090
53 H 5.369 6.322 -4.128  C36 1.090
54 H 4.535 5.571 -2.608  C36 1.090
55 C -3.775 -3.383 -4.196  C56 1.564, H64 1.090, H65 1.090, H66 1.090
56 C -4.384 -1.970 -4.479  C55 1.564, C57 1.474, H67 1.090, H68 1.090
57 C -5.799 -2.040 -4.074  C56 1.474, N58 1.582, H69 1.090, H70 1.090
58 N -6.555 -0.652 -4.158  C57 1.582, C59 1.531, C60 1.542, C63 1.538
59 C -6.614 -0.068 -5.571  N58 1.531, H71 1.090, H72 1.090, H73 1.090
60 C -5.874 0.356 -3.210  N58 1.542, C61 1.478, H74 1.090, H75 1.090
61 C -6.848 1.443 -2.973  C60 1.478, C62 1.480, H76 1.090, H77 1.090
62 C -8.085 0.663 -2.745  C61 1.480, C63 1.575, H78 1.090, H79 1.090
63 C -8.007 -0.622 -3.652  N58 1.538, C62 1.575, H80 1.090, H81 1.090
64 H -3.757 -3.533 -3.117  C55 1.090
65 H -2.749 -3.476 -4.553  C55 1.090
66 H -4.275 -4.229 -4.665  C55 1.090
67 H -4.318 -1.834 -5.558  C56 1.090
68 H -3.827 -1.156 -4.014  C56 1.090
69 H -5.956 -2.539 -3.119  C57 1.090
70 H -6.271 -2.726 -4.777  C57 1.090
71 H -5.651 0.073 -6.063  C59 1.090
72 H -7.088 0.907 -5.683  C59 1.090
73 H -7.056 -0.846 -6.193  C59 1.090
74 H -5.077 0.890 -3.728  C60 1.090
75 H -5.324 0.019 -2.332  C60 1.090
76 H -6.960 2.134 -3.808  C61 1.090
77 H -6.651 1.947 -2.027  C61 1.090
78 H -8.949 1.305 -2.917  C62 1.090
79 H -8.145 0.329 -1.709  C62 1.090
80 H -8.658 -0.676 -4.525  C63 1.090
81 H -8.190 -1.611 -3.232  C63 1.090
82 C 3.205 -3.688 -0.462  C83 1.585, H91 1.090, H92 1.090, H93 1.090
83 C 3.980 -3.047 0.763  C82 1.585, C84 1.527, H94 1.090, H95 1.090
84 C 4.684 -4.013 1.713  C83 1.527, N85 1.533, H96 1.090, H97 1.090
85 N 5.285 -3.299 2.929  C84 1.533, C86 1.614, C87 1.546, C90 1.592
86 C 6.326 -2.138 2.509  N85 1.614, H98 1.090, H99 1.090, H100 1.090
87 C 4.164 -2.770 3.853  N85 1.546, C88 1.526, H101 1.090, H102 1.090
88 C 4.690 -2.937 5.276  C87 1.526, C89 1.590, H103 1.090, H104 1.090
89 C 5.382 -4.366 5.180  C88 1.590, C90 1.518, H105 1.090, H106 1.090
90 C 5.998 -4.429 3.794  N85 1.592, C89 1.518, H107 1.090, H108 1.090
91 H 2.840 -2.872 -1.085  C82 1.090
92 H 2.311 -4.289 -0.296  C82 1.090
93 H 3.850 -4.302 -1.090  C82 1.090
94 H 3.397 -2.316 1.323  C83 1.090
95 H 4.764 -2.469 0.275  C83 1.090
96 H 5.611 -4.490 1.393  C84 1.090
97 H 4.007 -4.745 2.153  C84 1.090
98 H 7.010 -2.628 1.816  C86 1.090
99 H 6.712 -1.946 3.510  C86 1.090
100 H 5.890 -1.224 2.106  C86 1.090
101 H 3.981 -1.743 3.535  C87 1.090
102 H 3.272 -3.381 3.718  C87 1.090
103 H 5.409 -2.120 5.335  C88 1.090
104 H 3.892 -2.733 5.990  C88 1.090
105 H 6.153 -4.420 5.949  C89 1.090
106 H 4.647 -5.121 5.458  C89 1.090
107 H 7.080 -4.302 3.768  C90 1.090
108 H 5.824 -5.470 3.521  C90 1.090
109 C -0.173 7.183 -1.957  C110 1.536, H118 1.090, H119 1.090, H120 1.090
110 C 0.409 6.041 -1.111  C109 1.536, C111 1.542, H121 1.090, H122 1.090
111 C 0.257 6.275 0.406  C110 1.542, N112 1.508, H123 1.090, H124 1.090
112 N 1.337 5.470 1.085  C111 1.508, C113 1.560, C114 1.584, C117 1.553
113 C 0.907 3.974 0.989  N112 1.560, H125 1.090, H126 1.090, H127 1.090
114 C 1.476 5.948 2.588  N112 1.584, C115 1.545, H128 1.090, H129 1.090
115 C 2.968 5.767 2.946  C114 1.545, C116 1.552, H130 1.090, H131 1.090
116 C 3.664 5.144 1.707  C115 1.552, C117 1.475, H132 1.090, H133 1.090
117 C 2.805 5.578 0.589  N112 1.553, C116 1.475, H134 1.090, H135 1.090
118 H 0.163 8.126 -1.524  C109 1.090
119 H -1.260 7.135 -1.897  C109 1.090
120 H 0.121 7.192 -3.007  C109 1.090
121 H 1.457 6.072 -1.407  C110 1.090
122 H -0.086 5.087 -1.294  C110 1.090
123 H -0.701 5.973 0.829  C111 1.090
124 H 0.455 7.326 0.618  C111 1.090
125 H 1.200 3.587 0.013  C113 1.090
126 H -0.173 3.919 1.132  C113 1.090
127 H 1.335 3.475 1.858  C113 1.090
128 H 0.729 5.490 3.237  C114 1.090
129 H 1.350 7.030 2.623  C114 1.090
130 H 2.917 5.074 3.786  C115 1.090
131 H 3.516 6.676 3.193  C115 1.090
132 H 3.580 4.064 1.832  C116 1.090
133 H 4.704 5.456 1.607  C116 1.090
134 H 2.822 4.994 -0.331  C117 1.090
135 H 2.990 6.619 0.325  C117 1.090
136 C -0.346 1.664 3.150  C137 1.528, H145 1.090, H146 1.090, H147 1.090
137 C -1.325 0.564 3.557  C136 1.528, C138 1.512, H148 1.090, H149 1.090
138 C -1.201 0.008 4.958  C137 1.512, N139 1.565, H150 1.090, H151 1.090
139 N -1.833 -1.424 4.963  C138 1.565, C140 1.503, C141 1.628, C144 1.594
140 C -3.283 -1.419 4.569  N139 1.503, H152 1.090, H153 1.090, H154 1.090
141 C -1.089 -2.456 3.948  N139 1.628, C142 1.551, H155 1.090, H156 1.090
142 C -0.953 -3.738 4.811  C141 1.551, C143 1.523, H157 1.090, H158 1.090
143 C -0.657 -3.273 6.230  C142 1.523, C144 1.502, H159 1.090, H160 1.090
144 C -1.656 -2.159 6.367  N139 1.594, C143 1.502, H161 1.090, H162 1.090
145 H -0.515 1.916 2.103  C136 1.090
146 H 0.598 1.124 3.076  C136 1.090
147 H -0.345 2.522 3.822  C136 1.090
148 H -1.481 -0.193 2.788  C137 1.090
149 H -2.302 1.049 3.559  C137 1.090
150 H -1.845 0.588 5.619  C138 1.090
151 H -0.200 -0.131 5.364  C138 1.090
152 H -3.654 -0.632 5.225  C140 1.090
153 H -3.734 -2.411 4.605  C140 1.090
154 H -3.260 -1.161 3.510  C140 1.090
155 H -1.709 -2.720 3.091  C141 1.090
156 H -0.172 -1.967 3.619  C141 1.090
157 H -1.821 -4.372 4.629  C142 1.090
158 H -0.126 -4.309 4.390  C142 1.090
159 H -0.719 -4.030 7.011  C143 1.090
160 H 0.395 -2.992 6.269  C143 1.090
161 H -2.673 -2.441 6.637  C144 1.090
162 H -1.447 -1.309 7.015  C144 1.090
163 C -1.620 -5.479 1.497  C164 1.524, H172 1.090, H173 1.090, H174 1.090
164 C -3.056 -5.259 1.037  C163 1.524, C165 1.602, H175 1.090, H176 1.090
165 C -3.970 -4.274 1.909  C164 1.602, N166 1.567, H177 1.090, H178 1.090
166 N -5.479 -4.150 1.507  C165 1.567, C167 1.600, C168 1.541, C171 1.573
167 C -6.247 -3.092 2.430  N166 1.600, H179 1.090, H180 1.090, H181 1.090
168 C -6.172 -5.512 1.706  N166 1.541, C169 1.509, H182 1.090, H183 1.090
169 C -6.841 -5.904 0.411  C168 1.509, C170 1.518, H184 1.090, H185 1.090
170 C -7.034 -4.611 -0.361  C169 1.518, C171 1.517, H186 1.090, H187 1.090
171 C -5.806 -3.801 0.009  N166 1.573, C170 1.517, H188 1.090, H189 1.090
172 H -1.094 -6.326 1.058  C163 1.090
173 H -1.574 -5.866 2.515  C163 1.090
174 H -1.063 -4.566 1.284  C163 1.090
175 H -3.686 -6.147 0.980  C164 1.090
176 H -2.819 -4.859 0.052  C164 1.090
177 H -3.750 -3.207 1.887  C165 1.090
178 H -3.983 -4.419 2.989  C165 1.090
179 H -5.871 -2.184 1.961  C167 1.090
180 H -5.951 -3.351 3.447  C167 1.090
181 H -7.337 -3.079 2.455  C167 1.090
182 H -6.986 -5.414 2.423  C168 1.090
183 H -5.435 -6.135 2.214  C168 1.090
184 H -7.752 -6.474 0.591  C169 1.090
185 H -6.103 -6.568 -0.040  C169 1.090
186 H -7.949 -4.107 -0.051  C170 1.090
187 H -7.166 -4.661 -1.442  C170 1.090
188 H -5.937 -2.733 -0.165  C171 1.090
189 H -4.941 -4.192 -0.527  C171 1.090
190 Br -3.751 -0.357 0.583  no bonds
191 Br 3.909 0.627 0.686  no bonds

Relative energy (zero: lowest compared OMol25 entry of this formula, charge and spin)   32.2 kcal per mole
Net charge   +5
HOMO-LUMO gap   0.3064 Eh
Spin multiplicity   1
LUMO level   -8.443 eV
DFT total energy   -7738.775146 hartree
Highest occupied orbital energy   -16.782 eV